Entry from OMol25: a molecular structure, C8H10Cl2InOSSe4 in a non-equilibrium geometry (ωB97M-V with the def2-TZVPD basis set).

Kohn-Sham gap (alpha / beta) = 4.590 / 4.583 eV
ΔE to the lowest compared entry with this formula, charge and spin = 2239.4 kJ/mol
E_LUMO (alpha / beta) = -6.0 / -6.0 eV
Electronic energy = -11499.428990 hartree

```
! wB97M-V def2-TZVPD RIJCOSX def2/J DEFGRID3
* xyz 1 1
In -2.7576 0.2803 -2.2256
Se -4.7144 -0.4470 0.1357
Se -6.3985 -1.8490 0.1137
Se -6.3338 -2.9815 -1.8821
Se -4.6055 -2.2648 -3.0027
C 1.1456 -1.4027 -2.0878
S -0.1691 -2.0553 -1.0570
O -1.4482 -1.5777 -1.7056
C 0.1303 -1.0482 0.3801
C 0.3816 3.8969 -0.3207
C 1.0225 3.2195 0.4468
C 1.9323 0.4083 2.5998
C 1.5834 -0.8715 2.4337
C 0.9321 -1.5490 1.3314
H 1.0343 -0.3224 -2.1788
H 1.0606 -1.8885 -3.0586
H 2.0964 -1.6513 -1.6189
H -0.2196 4.6163 -0.8291
H 2.2693 2.6413 2.4772
H 0.5994 1.9970 2.2268
H 1.9630 -1.5196 3.2196
H 1.1635 -2.6082 1.2237
Cl 1.7807 1.8256 1.4884
C 3.1336 1.5505 0.6080
Cl -0.8379 0.3742 0.5394
H 1.3417 0.9727 0.4296
H 3.9142 2.2543 0.3130
*
```

Results of the Mulliken charge analysis, in e, for atoms 1 through 5: In 0.407; Se -0.024; Se 0.162; Se 0.174; Se -0.089